The following is a DFT calculation (ωB97M-V with the def2-TZVPD basis set) of a cluster of 2 separate species, C5H13NO in total at a distorted geometry.

Element x y z (Å)
1 C -0.1765 -1.5864 0.9752
2 C -1.6865 -1.3829 0.7428
3 C 0.4552 -0.3764 1.5954
4 O 1.4694 0.1347 1.1221
5 N -0.1372 0.1346 2.7033
6 H -0.1026 -2.4781 1.6101
7 H 0.3290 -1.8366 0.0503
8 H -2.2860 -1.4926 1.6485
9 H 0.3097 0.8670 3.2248
10 H -1.0776 -0.1332 2.9524
11 H -2.0992 -2.0145 -0.0444
12 H -1.9089 -0.3759 0.3659
13 C 0.8963 2.0297 -1.8976
14 C 0.7722 0.5518 -2.3173
15 H 1.1412 2.5928 -2.8140
16 H 0.0005 2.4553 -1.4564
17 H 1.7773 2.2582 -1.2952
18 H 1.7623 0.1229 -2.4739
19 H 0.1971 0.5500 -3.2047
20 H 0.3643 -0.0204 -1.4873

The charge is -1. The strongest force on any atom comes out at 2.197 eV/Å. As for the spin multiplicity: 2. The calculated total energy comes out at -8932.5523 eV. The calculation puts the HOMO-LUMO gap (spin up / spin down) at 2.74 / 9.82 eV. The value obtained for the energy above the lowest of the compared OMol25 structures with the same formula, charge and spin is 4.79 kcal/mol. The expectation value of S² is 0.75.

Here are the natural (NBO) charges for atoms 1 to 4, given in e: number 1, C, carries -0.598; number 2, C, carries -1.023; number 3, C, carries 0.590; number 4, O, carries -0.679